# 1
The following is a DFT calculation (the ωB97M-V functional and the def2-TZVPD basis) of 2 unconnected molecules or ions with the total composition C6H11N2O.

Last column: natural (NBO) charge in e.
Positions of all 20 atoms, in Å:
1 C -1.241 -0.708 0.145  0.27
2 C 2.504 -1.210 0.207  0.65
3 C -2.528 -1.487 0.285  -0.45
4 C -2.285 -0.543 -0.788  -0.48
5 C 1.169 1.436 1.199  -0.45
6 C 0.760 0.809 -1.093  -0.46
7 N -0.220 -0.336 0.846  -0.27
8 N 0.681 0.450 0.249  -0.21
9 O 2.936 -1.148 -0.859  -0.31
10 H 2.675 -1.507 1.240  0.26
11 H -2.663 -2.572 0.121  0.26
12 H -3.081 -1.174 1.154  0.24
13 H -2.750 0.487 -0.738  0.26
14 H -2.151 -0.879 -1.848  0.26
15 H 1.101 1.116 2.217  0.25
16 H 2.066 1.974 0.793  0.23
17 H 0.498 2.341 1.196  0.22
18 H 0.887 2.004 -1.027  0.23
19 H 1.745 0.374 -1.516  0.23
20 H -0.102 0.574 -1.783  0.26

Summary:
HOMO-LUMO gap (alpha / beta)   7.1 / 7.0 eV
F_max   5.07 eV Å⁻¹
ΔE to the lowest compared entry with this formula, charge and spin   168.0 kcal/mol
Net charge   +1

---

# 2
The following is a DFT calculation (the ωB97M-V functional and the def2-TZVPD basis) of a single C6H11N2O2P molecule.

Last column: natural (NBO) charge in e.
Positions of all 22 atoms, in Å:
1 C -1.636 -0.548 -0.230  0.25
2 C 1.061 1.534 -0.645  0.67
3 C -1.082 -1.626 -1.108  -0.79
4 C -2.713 -0.769 0.807  -0.64
5 C 0.786 2.958 -0.105  -0.71
6 C 2.325 -1.221 0.866  -0.25
7 N -1.108 0.612 -0.160  -0.26
8 N 0.020 0.762 -0.888  -0.48
9 O 2.166 1.081 -0.890  -0.64
10 O 1.067 -1.509 0.236  -0.85
11 P 0.771 -1.195 -1.285  1.25
12 H -1.152 -2.560 -0.774  0.23
13 H -1.474 -1.509 -2.096  0.24
14 H -3.727 -0.313 0.445  0.22
15 H -2.478 -0.145 1.571  0.23
16 H -2.784 -1.843 1.080  0.22
17 H 0.839 2.976 1.036  0.24
18 H -0.215 3.127 -0.422  0.23
19 H 1.574 3.698 -0.584  0.24
20 H 2.411 -1.916 1.754  0.19
21 H 2.239 -0.114 1.263  0.21
22 H 3.111 -1.480 0.127  0.20

Summary:
HOMO-LUMO gap   9.3 eV
F_max   5.20 eV Å⁻¹
ΔE to the lowest compared entry with this formula, charge and spin   36.7 kcal/mol
Net charge   0

---

# 3
The following is a DFT calculation (the ωB97M-V functional and the def2-TZVPD basis) of a single C6H11N2O3P molecule.

Last column: natural (NBO) charge in e.
Positions of all 23 atoms, in Å:
1 C -2.239 -0.314 0.579  -0.50
2 C -1.716 0.611 -0.248  0.28
3 C -2.183 -1.749 0.329  0.67
4 C -2.085 2.058 -0.181  -0.65
5 C 2.569 -0.184 1.197  -0.64
6 C 1.959 0.274 -0.106  -0.07
7 N -0.876 0.381 -1.259  -1.06
8 N -0.975 -2.093 -0.307  -0.99
9 O -2.868 -2.640 0.755  -0.59
10 O 0.091 -1.628 -2.637  -0.94
11 O 1.489 -0.781 -0.874  -0.78
12 P -0.047 -0.958 -1.193  2.40
13 H -3.028 -0.015 1.206  0.23
14 H -1.335 2.637 -0.678  0.23
15 H -2.021 2.452 0.908  0.22
16 H -3.175 2.175 -0.525  0.24
17 H 1.863 -0.690 1.846  0.22
18 H 3.320 -0.977 1.215  0.23
19 H 3.065 0.763 1.668  0.22
20 H 2.713 0.814 -0.640  0.18
21 H 1.150 0.947 -0.096  0.20
22 H -0.823 -3.144 -0.426  0.44
23 H 0.081 -0.877 -3.170  0.50

Summary:
HOMO-LUMO gap   9.0 eV
F_max   3.23 eV Å⁻¹
ΔE to the lowest compared entry with this formula, charge and spin   3.4 kcal/mol
Net charge   0

---

# 4
The following is a DFT calculation (the ωB97M-V functional and the def2-TZVPD basis) of 2 unconnected molecules or ions with the total composition C6H11N2O4.

Last column: natural (NBO) charge in e.
Positions of all 23 atoms, in Å:
1 C 0.155 -1.730 1.358  0.72
2 C -2.417 0.075 -0.134  -0.68
3 C -0.260 -0.156 -1.794  -0.65
4 C 2.558 -0.283 0.219  -0.43
5 C 0.256 -0.198 1.088  0.09
6 C -1.105 0.448 -0.592  0.06
7 N 1.460 0.301 0.914  -0.56
8 N -0.765 1.761 -0.308  0.43
9 O 0.151 -2.433 0.350  -0.74
10 O -1.660 2.353 0.375  -0.58
11 O 0.020 -1.852 2.572  -0.70
12 O 0.341 2.264 -0.548  -0.55
13 H -2.699 -0.887 -0.463  0.22
14 H -3.010 0.934 -0.234  0.25
15 H -2.421 0.026 0.957  0.22
16 H 0.381 0.499 -2.339  0.22
17 H -0.973 -0.509 -2.646  0.19
18 H 0.269 -1.087 -1.510  0.25
19 H 2.731 0.196 -0.778  0.20
20 H 3.573 -0.174 0.741  0.18
21 H 2.305 -1.397 0.160  0.24
22 H -0.347 0.490 1.772  0.21
23 H 1.457 1.357 0.837  0.41

Summary:
HOMO-LUMO gap   7.7 eV
F_max   5.15 eV Å⁻¹
ΔE to the lowest compared entry with this formula, charge and spin   58.6 kcal/mol
Net charge   -1

---

# 5
The following is a DFT calculation (the ωB97M-V functional and the def2-TZVPD basis) of a gas-phase ion, C6H11N2O5 (charge +1).

Last column: natural (NBO) charge in e.
Positions of all 24 atoms, in Å:
1 C -2.282 -0.595 -0.273  0.09
2 C -1.298 0.026 0.368  0.33
3 C 0.953 0.828 0.319  0.86
4 C 0.690 -1.313 -0.643  0.32
5 C 2.803 -0.682 0.618  -0.45
6 C -0.796 2.424 -0.192  -0.47
7 N 1.492 -0.380 -0.015  -0.52
8 N -0.490 1.016 -0.361  -0.03
9 O 1.442 1.696 0.926  -0.46
10 O -3.039 -1.504 0.412  -0.68
11 O -0.669 -0.101 1.518  -0.66
12 O 1.291 -2.481 -0.590  -0.65
13 O -0.555 0.739 -1.713  -0.50
14 H -2.467 -0.309 -1.309  0.23
15 H 2.687 -1.361 1.472  0.23
16 H 3.530 -1.156 -0.043  0.24
17 H 3.259 0.181 1.055  0.25
18 H -0.538 3.003 0.746  0.29
19 H -0.309 3.023 -0.951  0.26
20 H -1.885 2.654 -0.343  0.25
21 H -3.686 -1.986 -0.126  0.51
22 H -1.108 -0.682 2.035  0.52
23 H 0.724 -3.258 -1.056  0.54
24 H 0.250 0.219 -1.856  0.50

Summary:
HOMO-LUMO gap   8.9 eV
F_max   4.95 eV Å⁻¹
ΔE to the lowest compared entry with this formula, charge and spin   66.9 kcal/mol
Net charge   +1

---

# 6
The following is a DFT calculation (the ωB97M-V functional and the def2-TZVPD basis) of a single C6H11N2P molecule.

Last column: natural (NBO) charge in e.
Positions of all 20 atoms, in Å:
1 C -2.428 2.060 0.784  -0.44
2 C -2.036 0.859 0.229  0.11
3 C -0.827 0.441 -0.390  0.25
4 C 0.145 1.491 -0.776  -0.68
5 C 1.326 -1.183 0.795  -0.65
6 C 0.543 -1.548 -0.448  -0.23
7 N -3.133 -0.584 0.151  -1.00
8 N -0.735 -0.875 -0.606  -0.60
9 P -2.188 -1.721 -0.386  1.08
10 H -3.309 2.034 1.428  0.24
11 H -2.011 2.993 0.357  0.20
12 H 1.154 1.230 -0.360  0.23
13 H 0.204 1.614 -1.895  0.26
14 H -0.109 2.570 -0.263  0.25
15 H 0.798 -0.370 1.347  0.22
16 H 1.339 -2.008 1.603  0.25
17 H 2.265 -0.759 0.420  0.22
18 H 0.111 -2.659 -0.461  0.22
19 H 1.143 -1.522 -1.324  0.21
20 H -1.538 -2.348 0.830  -0.13

Summary:
HOMO-LUMO gap (alpha / beta)   6.1 / 6.7 eV
F_max   5.22 eV Å⁻¹
ΔE to the lowest compared entry with this formula, charge and spin   78.6 kcal/mol
Net charge   0

---

# 7
The following is a DFT calculation (the ωB97M-V functional and the def2-TZVPD basis) of a gas-phase ion, C6H11N2S (charge +1).

Last column: natural (NBO) charge in e.
Positions of all 20 atoms, in Å:
1 C -0.861 -0.301 1.542  -0.46
2 C -1.715 -0.118 0.443  0.20
3 C 0.511 0.097 1.582  0.17
4 C 1.966 0.430 -0.485  0.01
5 C -0.930 1.933 -0.466  -0.43
6 C 1.140 -2.169 -0.849  -0.74
7 N 1.223 0.622 0.544  -0.46
8 N -1.758 0.734 -0.516  -0.47
9 S 2.435 -0.948 -1.432  0.36
10 H -1.189 -0.922 2.413  0.28
11 H -2.543 -0.899 0.468  0.23
12 H 1.223 0.014 2.413  0.25
13 H 2.537 1.220 -0.863  0.21
14 H -0.467 2.161 0.443  0.24
15 H -0.246 1.938 -1.208  0.21
16 H -1.543 2.887 -0.669  0.24
17 H 1.571 -3.039 -0.349  0.25
18 H 0.625 -2.537 -1.700  0.24
19 H 0.453 -1.719 -0.073  0.23
20 H -2.430 0.615 -1.238  0.43

Summary:
HOMO-LUMO gap   8.5 eV
F_max   4.62 eV Å⁻¹
ΔE to the lowest compared entry with this formula, charge and spin   72.3 kcal/mol
Net charge   +1

---

# 8
The following is a DFT calculation (the ωB97M-V functional and the def2-TZVPD basis) of a gas-phase ion, C6H11N2S (charge +1).

Last column: natural (NBO) charge in e.
Positions of all 20 atoms, in Å:
1 C -2.883 -0.144 -0.654  -0.07
2 C -0.993 -1.024 -0.033  0.48
3 C -0.337 -2.263 0.380  -0.72
4 C 1.197 0.958 1.359  -0.63
5 C 1.492 1.610 -1.105  -0.61
6 C 1.023 0.501 -0.103  -0.02
7 N -2.344 -1.239 -0.198  -0.42
8 N -0.464 0.157 -0.276  -0.38
9 S -1.965 1.282 -0.893  0.63
10 H -3.971 -0.113 -0.897  0.27
11 H 0.710 -2.349 0.185  0.25
12 H -0.569 -2.606 1.448  0.30
13 H -0.964 -3.111 -0.054  0.30
14 H 2.214 1.228 1.778  0.27
15 H 0.792 0.144 1.954  0.22
16 H 0.630 1.955 1.359  0.22
17 H 1.015 1.574 -1.995  0.22
18 H 2.528 1.345 -1.223  0.24
19 H 1.352 2.558 -0.622  0.22
20 H 1.538 -0.465 -0.413  0.23

Summary:
HOMO-LUMO gap   9.8 eV
F_max   4.08 eV Å⁻¹
ΔE to the lowest compared entry with this formula, charge and spin   59.1 kcal/mol
Net charge   +1

---

# 9
The following is a DFT calculation (the ωB97M-V functional and the def2-TZVPD basis) of a single C6H11N3 molecule.

Last column: natural (NBO) charge in e.
Positions of all 20 atoms, in Å:
1 C 2.215 0.362 0.086  0.05
2 C 3.257 -0.393 -0.088  -0.55
3 C 0.782 0.416 -0.337  -0.21
4 C -0.209 1.124 0.605  -0.07
5 C -0.959 2.177 -0.196  -0.61
6 C -1.666 -2.207 -0.166  -0.42
7 N -1.173 -0.039 0.885  -0.47
8 N 0.106 -0.792 -0.762  -0.25
9 N -0.785 -1.087 0.017  0.01
10 H 3.218 -1.233 -0.768  0.21
11 H 4.267 -0.182 0.439  0.22
12 H 0.938 1.065 -1.170  0.23
13 H 0.270 1.360 1.524  0.22
14 H -1.922 2.345 0.193  0.22
15 H -1.051 1.875 -1.225  0.21
16 H -0.410 3.133 -0.140  0.21
17 H -2.135 -2.731 0.726  0.21
18 H -2.416 -1.778 -0.738  0.20
19 H -1.267 -3.011 -0.686  0.23
20 H -1.060 -0.405 1.801  0.36

Summary:
HOMO-LUMO gap (alpha / beta)   6.2 / 8.8 eV
F_max   6.16 eV Å⁻¹
ΔE to the lowest compared entry with this formula, charge and spin   155.2 kcal/mol
Net charge   0

---

# 10
The following is a DFT calculation (the ωB97M-V functional and the def2-TZVPD basis) of a gas-phase ion, C6H11N3 (charge +2).

Last column: natural (NBO) charge in e.
Positions of all 20 atoms, in Å:
1 C -0.380 -0.447 0.225  0.62
2 C 1.604 1.970 -0.133  0.07
3 C -2.137 0.675 1.132  0.27
4 C 1.668 -1.653 0.345  -0.25
5 C 2.300 -0.365 -0.194  -0.30
6 C -2.579 -0.399 -0.893  -0.51
7 N 0.259 -1.462 0.319  -0.18
8 N 1.470 0.725 -0.075  -0.34
9 N -1.672 -0.038 0.112  -0.31
10 H 2.480 2.549 -0.424  0.24
11 H 0.758 2.680 -0.118  0.21
12 H -3.147 0.884 1.179  0.25
13 H -1.478 0.934 1.849  0.22
14 H 1.876 -2.558 -0.031  0.28
15 H 1.922 -1.866 1.427  0.28
16 H 3.294 -0.065 0.331  0.29
17 H 2.551 -0.455 -1.264  0.27
18 H -3.581 -0.822 -0.670  0.31
19 H -2.214 -0.878 -1.786  0.29
20 H -2.993 0.589 -1.330  0.28

Summary:
HOMO-LUMO gap (alpha / beta)   8.1 / 8.1 eV
F_max   5.94 eV Å⁻¹
ΔE to the lowest compared entry with this formula, charge and spin   119.1 kcal/mol
Net charge   +2

---

# 11
The following is a DFT calculation (the ωB97M-V functional and the def2-TZVPD basis) of a gas-phase ion, C6H11N3 (charge +2).

Last column: natural (NBO) charge in e.
Positions of all 20 atoms, in Å:
1 C -0.717 -0.449 1.709  0.37
2 C -0.752 1.042 -0.991  -0.13
3 C -2.461 0.913 0.712  0.24
4 C 0.264 0.129 -0.547  0.02
5 C -0.625 -0.330 -1.601  -0.41
6 C 1.807 0.291 -0.213  -0.28
7 N -1.974 1.294 -0.351  -0.26
8 N -1.851 0.094 1.797  -0.56
9 N 2.532 -1.111 -0.228  -0.71
10 H -0.351 -1.184 2.416  0.23
11 H -0.531 1.981 -1.584  0.28
12 H -3.556 1.034 0.784  0.25
13 H -1.477 -0.934 -1.198  0.26
14 H -0.180 -0.393 -2.567  0.26
15 H 2.005 0.736 0.742  0.25
16 H 2.156 1.069 -1.041  0.29
17 H -2.480 -0.009 2.669  0.49
18 H 2.585 -1.540 -1.125  0.46
19 H 2.000 -1.637 0.536  0.46
20 H 3.606 -0.995 0.080  0.49

Summary:
Spin multiplicity   3
Expectation value of S²   2.0139
HOMO-LUMO gap (alpha / beta)   6.9 / 6.3 eV
F_max   4.27 eV Å⁻¹
ΔE to the lowest compared entry with this formula, charge and spin   92.2 kcal/mol
Net charge   +2